{"formula": "C23H42Cl3N2O4RuSi", "method": "ωB97M-V with the def2-TZVPD basis set", "gap_ha": [0.1610, 0.2055], "charge": 0, "e_tot_ha": -3076.936066, "spin_multiplicity": 6, "species": ["C", "C", "H", "H", "H", "C", "C", "H", "H", "H", "H", "Ru", "Cl", "Cl", "H", "H", "C", "C", "N", "H", "C", "O", "H", "H", "H", "H", "H", "H", "C", "C", "N", "H", "C", "O", "H", "H", "H", "H", "O", "C", "C", "C", "H", "C", "H", "C", "H", "C", "C", "H", "H", "H", "Si", "Cl", "C", "C", "C", "H", "H", "H", "H", "H", "H", "H", "H", "H", "C", "C", "C", "O", "H", "H", "H", "H", "H", "H"], "positions_angstrom": [[-1.630023, -2.093682, -2.743049], [-1.122190, -2.975993, -1.656290], [-1.285319, -2.412101, -3.733659], [-1.318708, -1.050170, -2.575365], [-2.734036, -2.115773, -2.770125], [-0.620965, -4.209236, -1.827762], [-0.347846, -4.855125, -3.146559], [-0.461526, -4.842234, -0.951173], [-0.479694, -4.181312, -4.003022], [-1.023492, -5.710180, -3.281493], [0.673638, -5.261225, -3.194508], [-0.100385, 0.417734, 0.498969], [-2.266506, 0.503068, 1.053118], [-0.173270, 1.221626, -1.556420], [0.694567, 4.681110, 4.091035], [-1.342815, 5.771873, 3.118606], [1.011571, 4.382868, 3.083389], [-1.010245, 5.459711, 2.118326], [-0.162312, 4.282820, 2.220808], [1.522243, 3.420549, 3.117140], [-0.439522, 3.180615, 1.541507], [0.358645, 2.194672, 1.571159], [-1.892569, 5.236349, 1.499555], [-1.383976, 3.130367, 0.978674], [1.692929, 5.154673, 2.703108], [-0.455832, 6.292458, 1.658229], [1.573779, -1.580978, -2.506790], [2.301414, -3.592520, -0.777283], [2.482324, -1.083026, -2.142315], [3.182924, -2.937333, -0.663787], [2.795735, -1.545140, -0.799477], [2.332689, -0.002209, -2.151176], [2.581798, -0.830463, 0.309527], [2.126312, 0.344478, 0.318067], [3.617115, -3.094100, 0.334869], [2.800172, -1.364186, 1.250579], [3.308920, -1.369387, -2.803801], [3.918492, -3.195591, -1.437041], [-0.088636, -1.472181, -0.204183], [-1.173499, -2.348073, -0.269504], [0.127505, -3.684649, 1.472370], [-1.099199, -3.327924, 0.914902], [1.029886, -3.153451, 1.158642], [0.191933, -4.726131, 2.405646], [-2.110829, -1.770099, -0.189294], [-2.279088, -3.908152, 1.386995], [1.160248, -5.035018, 2.806811], [-0.982855, -5.358876, 2.820801], [-2.220699, -4.936001, 2.323362], [-3.231199, -3.561120, 0.983642], [-0.938607, -6.187356, 3.531508], [-3.141884, -5.405857, 2.663682], [-0.361087, 4.063504, -3.713222], [-0.562753, 2.132130, -4.506386], [1.466993, 4.434334, -3.540117], [-1.490346, 4.322854, -2.244934], [-0.931533, 5.187015, -5.117554], [2.016375, 3.589881, -3.102545], [1.659668, 5.337203, -2.940005], [1.861281, 4.622288, -4.552812], [-0.221242, 5.075252, -5.945849], [-0.969311, 6.246952, -4.836546], [-1.921681, 4.879440, -5.469819], [-1.339991, 3.561539, -1.462983], [-2.541215, 4.272065, -2.579006], [-1.325388, 5.322440, -1.803289], [-1.043075, 0.346390, 4.275612], [0.133728, -0.398730, 3.747383], [1.110797, -1.033812, 4.693509], [0.380598, -0.516873, 2.529894], [-1.292735, -0.035303, 5.270647], [-1.905272, 0.245057, 3.605135], [-0.791441, 1.411947, 4.380957], [1.243744, -2.091055, 4.439354], [2.078515, -0.527300, 4.593388], [0.778229, -0.945360, 5.728232]], "forces_ev_per_angstrom": [[0.04, 0.45, -0.47], [0.24, -0.88, 0.47], [-0.08, 0.19, 0.20], [-0.12, -0.31, -0.09], [0.33, 0.04, 0.12], [-0.33, 0.54, 0.00], [-0.07, -0.39, -0.31], [0.26, 0.28, -0.07], [0.04, -0.21, 0.30], [0.11, 0.07, -0.13], [-0.19, 0.11, 0.07], [1.68, -2.07, 0.30], [-2.09, 0.14, 0.69], [0.13, 1.16, -1.92], [0.02, -0.11, -0.19], [0.06, -0.08, -0.26], [-0.02, 0.14, -0.04], [-0.20, 0.16, -0.05], [-0.27, 0.29, 0.02], [-0.09, 0.17, -0.05], [1.17, -1.32, 0.20], [-1.44, 1.01, -0.29], [0.35, 0.06, 0.24], [0.31, 0.15, 0.12], [-0.10, -0.20, 0.02], [-0.15, -0.25, 0.13], [0.07, 0.17, 0.20], [0.28, 0.20, -0.02], [-0.10, -0.05, -0.13], [-0.13, -0.29, 0.05], [0.25, 0.11, 0.81], [-0.01, -0.21, 0.09], [-0.67, 0.86, -0.85], [0.91, -1.38, 0.25], [-0.10, -0.05, -0.39], [0.03, 0.15, -0.23], [-0.07, 0.17, 0.12], [-0.11, 0.07, 0.26], [0.35, 1.45, 0.56], [-0.21, -0.38, 0.62], [4.26, -2.21, 2.72], [-3.42, 2.25, -2.93], [-0.38, -0.19, 0.22], [0.76, 1.37, -1.21], [0.01, -0.36, 0.10], [-0.79, -1.57, 1.46], [-0.30, 0.10, -0.10], [3.00, -1.74, 1.71], [-3.92, 2.36, -2.41], [0.18, -0.17, 0.14], [0.06, 0.30, -0.22], [0.20, 0.13, -0.07], [-0.13, 0.33, -0.79], [-0.03, 0.47, -0.18], [0.18, -0.17, 0.21], [-0.07, -0.07, 0.40], [-0.04, -0.19, 0.08], [-0.10, 0.25, -0.04], [-0.10, -0.26, -0.11], [-0.12, -0.13, 0.34], [-0.18, 0.05, 0.07], [0.02, -0.17, 0.01], [0.10, 0.11, 0.00], [-0.06, 0.27, -0.36], [0.39, -0.01, 0.09], [-0.02, -0.28, -0.23], [-0.42, -0.10, 0.24], [0.88, -0.42, -2.29], [-0.02, 0.06, 0.44], [-0.21, -0.02, 2.71], [-0.01, 0.14, -0.13], [0.33, 0.14, 0.06], [0.00, -0.21, -0.12], [-0.04, 0.20, -0.06], [-0.15, -0.12, -0.07], [0.09, -0.07, -0.02]]}

=====

{"formula": "C4H5NO2", "method": "ωB97M-V with the def2-TZVPD basis set", "gap_ha": 0.3665, "smiles": "C=C1COC(=O)N1", "charge": 0, "e_tot_ha": -360.637666, "species": ["C", "C", "C", "C", "H", "H", "H", "H", "H", "N", "O", "O"], "positions_angstrom": [[-1.784819, -0.555875, -0.160921], [-0.517657, -0.210903, 0.045097], [-0.009857, 1.245612, 0.019085], [1.843856, -0.158684, -0.019805], [-2.489301, 0.247603, 0.023532], [-2.231482, -1.519995, -0.203515], [-0.389746, 1.728082, 1.009063], [-0.386104, 1.683876, -0.935605], [0.849211, -2.056376, 0.144298], [0.718617, -0.995379, 0.205919], [1.456719, 1.141266, 0.003644], [2.940560, -0.549226, -0.130790]], "forces_ev_per_angstrom": [[0.23, 0.80, 1.03], [2.23, -1.22, -0.23], [-0.37, -0.89, 1.25], [-2.85, -0.66, 0.88], [-0.11, 0.12, -0.61], [0.23, -0.76, 0.00], [0.94, -0.26, -2.00], [0.53, 0.21, 1.08], [-0.50, 2.50, -0.02], [-1.28, 0.21, -0.86], [-1.27, 0.21, -0.20], [2.22, -0.27, -0.32]]}

=====

{"formula": "C20H42FN5OP", "method": "ωB97M-V with the def2-TZVPD basis set", "gap_ha": 0.2920, "smiles": "C=C[C@H]1O[C@](F)(CCCCCCC)N(CCC(C)C)C(NNCCC)=[N+]1[PH2]=N", "charge": 1, "e_tot_ha": -1577.005483, "species": ["C", "C", "C", "O", "C", "F", "C", "C", "C", "C", "C", "C", "C", "N", "C", "C", "C", "C", "C", "C", "N", "N", "C", "C", "C", "N", "P", "N", "H", "H", "H", "H", "H", "H", "H", "H", "H", "H", "H", "H", "H", "H", "H", "H", "H", "H", "H", "H", "H", "H", "H", "H", "H", "H", "H", "H", "H", "H", "H", "H", "H", "H", "H", "H", "H", "H", "H", "H", "H", "H"], "positions_angstrom": [[-4.359126, -3.098281, 0.773058], [-4.485654, -1.753205, 0.378383], [-3.180605, -0.862552, 0.215094], [-2.192796, -1.682747, -0.401401], [-0.880545, -1.163715, -0.130293], [-0.058029, -1.810106, -1.077287], [-0.495011, -1.620195, 1.315476], [1.072425, -1.921728, 1.509396], [1.474406, -3.394687, 1.028849], [2.583873, -3.243040, -0.121153], [4.029023, -3.022072, 0.535451], [4.711859, -1.656033, 0.133458], [4.323143, -0.427838, 1.078149], [-0.853069, 0.258285, -0.439018], [-0.127439, 1.141598, 0.494315], [-0.959598, 1.728319, 1.707922], [-0.304094, 3.151441, 2.059975], [1.173431, 2.916327, 2.624690], [-1.211927, 4.004752, 3.032739], [-2.054140, 0.809324, -0.956306], [-2.006261, 1.795887, -1.835794], [-0.824441, 2.349057, -2.317836], [-0.094514, 1.435930, -3.253403], [1.377533, 2.045274, -3.418504], [2.496002, 1.003146, -2.960170], [-3.409848, 0.353578, -0.622810], [-4.190892, -0.291335, -2.122706], [-5.754989, 0.001056, -2.015414], [-4.812486, -3.500226, 1.724125], [-3.821218, -3.864882, 0.141345], [-5.521114, -1.353023, 0.230227], [-2.932638, -0.514011, 1.252119], [-0.864945, -0.970358, 2.148406], [-0.990974, -2.627431, 1.472273], [1.723517, -1.212791, 0.937848], [1.268151, -1.869602, 2.614855], [1.853099, -4.026362, 1.885038], [0.602960, -3.909275, 0.534016], [2.401098, -2.316288, -0.750333], [2.565441, -4.103433, -0.846518], [4.693973, -3.844069, 0.124622], [4.016833, -3.137573, 1.659970], [5.840804, -1.740123, 0.187622], [4.487760, -1.323609, -0.922540], [4.107778, -0.847610, 2.098745], [3.399663, 0.078387, 0.673919], [5.126229, 0.356345, 1.140934], [0.823972, 0.716827, 0.914075], [0.205421, 2.045473, -0.109036], [-2.040605, 1.946215, 1.485477], [-0.897648, 1.133960, 2.657919], [-0.151216, 3.762359, 1.113883], [1.845667, 2.482651, 1.819236], [1.194547, 2.192594, 3.483709], [1.660779, 3.884035, 2.941681], [-0.653757, 4.952411, 3.297495], [-2.121059, 4.323842, 2.437902], [-1.487646, 3.393483, 3.930519], [-2.885085, 2.190398, -2.193547], [-1.093719, 3.212671, -2.800116], [-0.055859, 0.368625, -2.907006], [-0.627230, 1.510408, -4.254248], [1.461862, 2.916201, -2.698465], [1.558467, 2.468282, -4.440463], [2.402270, 0.827734, -1.854072], [3.491074, 1.456574, -3.198970], [2.291978, 0.028233, -3.475655], [-3.663993, 0.411624, -3.266438], [-3.908178, -1.673939, -2.322967], [-6.292693, -0.871166, -2.082445]], "forces_ev_per_angstrom": [[0.17, 0.80, -0.62], [0.44, -1.47, 0.69], [-2.17, -1.64, -0.32], [0.78, 1.23, 0.38], [-0.53, -1.49, 0.32], [-0.99, 0.81, 1.15], [1.34, -1.10, 0.22], [-0.59, -0.90, 0.29], [0.19, 0.65, -1.54], [0.40, 0.44, 0.88], [0.45, -0.37, -1.17], [0.59, 0.97, 0.45], [-0.27, -0.58, -0.33], [-1.84, 0.12, 0.46], [0.62, 2.18, 0.65], [0.60, 1.59, 0.14], [0.80, -0.08, 0.30], [-0.05, 0.07, -0.41], [0.49, -0.10, -1.08], [-0.49, 0.10, 0.07], [-0.43, -0.35, 0.74], [0.24, -0.37, -0.02], [0.84, 0.95, -1.63], [0.08, -0.22, 1.15], [-1.05, 0.64, -0.39], [3.73, -0.88, -2.22], [-4.06, 0.18, -0.48], [1.75, -0.85, -0.20], [-0.97, 0.26, -1.88], [0.83, 1.26, 1.49], [1.17, 0.63, 1.63], [0.07, -0.35, -0.96], [0.23, -0.21, -1.13], [0.34, 1.24, -0.38], [-0.70, -0.43, 0.81], [-0.03, 0.34, -1.08], [-0.41, 0.69, -1.02], [0.64, 0.48, 0.81], [-0.22, -1.09, 0.74], [0.14, 0.68, 0.95], [-0.67, 0.87, 0.66], [-0.08, 0.18, -1.20], [-1.27, -0.17, -0.04], [0.14, -0.75, 0.92], [0.19, 0.71, -0.82], [0.79, -0.42, 0.57], [-0.72, -0.88, -0.08], [-1.14, -0.19, -0.86], [-0.40, -1.12, 0.57], [0.86, -0.51, -0.09], [-0.13, 0.24, -1.00], [-0.43, -0.79, 0.88], [-0.77, 0.48, 0.87], [-0.14, 0.73, -0.65], [-0.65, -1.01, -0.25], [-0.68, -1.15, 0.02], [0.77, -0.44, 0.95], [0.16, 0.80, -0.68], [0.35, -0.26, 0.56], [0.33, -0.41, 0.26], [-0.19, 1.23, -0.05], [0.62, -0.55, 1.03], [-0.22, -0.81, -0.86], [-0.20, -0.69, 0.84], [0.17, 0.19, -0.97], [-0.75, -0.81, 0.23], [0.65, 0.83, 0.35], [0.50, -0.23, 1.09], [0.64, 0.64, 0.18], [0.13, 0.49, 0.09]]}

=====

{"formula": "C6H16N2O", "method": "ωB97M-V with the def2-TZVPD basis set", "gap_ha": 0.3095, "charge": 0, "e_tot_ha": -422.860665, "species": ["C", "C", "C", "N", "H", "H", "H", "H", "H", "H", "H", "H", "H", "C", "C", "N", "C", "O", "H", "H", "H", "H", "H", "H", "H"], "positions_angstrom": [[-0.636051, -0.162905, -0.914215], [0.145807, 0.392349, -2.104944], [-0.583268, -1.692103, -0.874518], [-2.049484, 0.177171, -1.140180], [1.026246, -0.227626, 0.063107], [-2.603092, -0.102583, -0.331887], [-2.180252, 1.177567, -1.254572], [1.212140, 0.159174, -2.022561], [-0.216664, -0.023592, -3.053507], [0.053296, 1.481430, -2.177429], [-1.129858, -2.072846, -0.005782], [0.446252, -2.060099, -0.817105], [-1.009091, -2.131436, -1.784139], [1.605257, -1.216705, 1.948504], [-0.240961, 2.088444, 0.721034], [1.473039, -0.042590, 1.088450], [-0.368875, 0.594587, 0.879644], [-1.106385, 0.076178, 1.704461], [1.932878, 0.776652, 1.477932], [1.815139, -0.935995, 2.982404], [2.396577, -1.868276, 1.574510], [0.668909, -1.772042, 1.939873], [-0.005603, 2.523082, 1.698216], [-1.189139, 2.512448, 0.393010], [0.543182, 2.349716, 0.009695]], "forces_ev_per_angstrom": [[-1.15, 0.44, 0.83], [0.33, 0.21, 0.42], [0.40, 0.13, 0.32], [0.21, 0.00, 0.23], [2.40, 0.95, 2.84], [0.13, 0.02, -0.09], [0.08, -0.06, 0.00], [0.01, 0.03, -0.08], [-0.05, -0.07, 0.27], [0.00, -0.08, 0.06], [0.03, 0.07, -0.09], [0.05, -0.01, 0.10], [-0.08, 0.26, 0.12], [-0.16, 0.00, -0.47], [0.87, 0.01, 0.41], [-1.26, -0.56, -1.42], [-2.32, -1.23, -1.80], [0.67, 0.14, -0.36], [0.01, -0.18, -1.18], [0.01, 0.09, -0.19], [0.04, -0.06, 0.16], [-0.13, 0.01, 0.06], [-0.04, 0.03, -0.10], [-0.01, -0.19, -0.05], [-0.04, 0.08, -0.01]]}

=====

ΔE to the lowest compared entry with this formula, charge and spin for the records above, in order: 81.7 19.9 63.2 79.1 kcal/mol